Entry from the Open Molecules 2025 dataset: a molecular structure, C18H47NNaO6 at a distorted geometry (ωB97M-V with the def2-TZVPD basis set).

Results
LUMO level: -0.08320 hartree
HOMO-LUMO gap: 9.08 eV
total charge: +1

Last column: Mulliken charge in e.
Positions of all 73 atoms, in Å:
Na: -1.350 0.164 0.036  0.496
C: 2.915 -2.903 0.112  -1.640
C: 2.458 -1.644 0.877  1.363
C: 3.591 -1.151 1.781  -1.125
C: 4.721 -0.476 0.996  -0.684
C: 4.134 0.690 0.194  -1.238
C: 3.020 0.265 -0.757  1.502
N: 2.058 -0.505 0.044  1.024
O: 0.900 -0.807 -0.730  -0.357
C: 2.308 1.542 -1.209  -1.971
C: 3.586 -0.453 -1.981  -1.613
C: 1.282 -2.020 1.788  -1.636
H: 3.838 -2.730 -0.428  0.343
H: 2.132 -3.312 -0.531  0.267
H: 3.083 -3.674 0.867  0.497
H: 3.197 -0.427 2.496  0.133
H: 4.050 -2.002 2.288  0.468
H: 5.199 -1.190 0.323  0.359
H: 5.457 -0.092 1.701  0.441
H: 4.948 1.206 -0.322  0.458
H: 3.744 1.421 0.913  0.340
H: 3.062 2.252 -1.562  0.436
H: 1.588 1.384 -2.010  0.371
H: 1.813 2.025 -0.366  0.188
H: 4.182 0.241 -2.573  0.443
H: 4.214 -1.304 -1.735  0.305
H: 2.772 -0.791 -2.632  0.322
H: 1.016 -1.155 2.392  0.103
H: 1.597 -2.829 2.449  0.457
H: 0.448 -2.393 1.196  0.278
H: 1.184 -1.451 -1.394  0.215
C: -3.957 -2.890 -1.407  -1.057
C: -2.439 -2.785 -1.444  -0.298
O: -2.027 -1.425 -1.636  0.014
H: -4.426 -2.438 -2.279  0.323
H: -4.284 -2.302 -0.541  0.139
H: -4.280 -3.918 -1.254  0.406
H: -2.014 -3.440 -2.210  0.375
H: -2.030 -3.132 -0.495  0.122
H: -1.890 -1.323 -2.582  0.119
C: -4.461 1.162 -2.271  -0.520
C: -4.949 1.009 -0.847  -0.431
O: -3.821 1.015 0.077  -0.317
H: -3.781 2.005 -2.358  -0.018
H: -5.324 1.264 -2.930  0.408
H: -3.928 0.261 -2.578  0.002
H: -5.450 0.054 -0.697  0.243
H: -5.618 1.828 -0.587  0.443
H: -3.956 1.753 0.676  0.202
C: 0.573 1.669 3.762  -1.384
C: 0.601 1.899 2.266  0.736
O: -0.741 1.940 1.700  -0.353
H: 1.558 1.406 4.157  0.350
H: -0.089 0.869 4.093  0.219
H: 0.267 2.571 4.300  0.447
H: 1.116 1.101 1.735  -0.576
H: 1.079 2.861 2.075  0.481
H: -1.145 2.739 2.051  0.175
C: -1.363 3.790 -1.503  -0.783
C: -0.809 2.958 -2.636  -0.405
O: -0.996 1.580 -2.297  -0.182
H: -0.810 3.601 -0.582  0.043
H: -2.408 3.550 -1.302  0.160
H: -1.264 4.848 -1.748  0.419
H: 0.262 3.184 -2.738  0.373
H: -1.218 3.206 -3.619  0.373
H: -0.766 1.039 -3.057  0.154
C: -1.988 -1.347 3.049  -0.680
O: -1.984 -1.688 1.663  -0.185
H: -1.226 -1.902 3.608  0.288
H: -1.803 -0.282 3.129  0.061
H: -2.939 -1.633 3.505  0.412
H: -2.416 -2.534 1.529  0.154